No. 1
The molecule C4H7NS2 in a non-equilibrium geometry. Source: OMol25; level of theory: ωB97M-V/def2-TZVPD.

```
14
Properties=species:S:1:pos:R:3:nbo_charge:R:1
C 1.1685 0.6305 0.6391 -0.3134
C 1.5192 -0.7011 0.1671 -0.3394
C -1.2377 -0.5861 -0.4349 -0.3790
C -2.3713 -1.0316 0.1879 -0.4308
H 0.3295 2.4230 -0.3541 0.3795
H 1.2949 1.4221 -1.1923 0.3622
H 1.9617 1.1120 1.1864 0.2107
H 0.3482 0.5622 1.3997 0.2114
H -1.0242 0.2725 -1.2692 0.2967
H -2.3011 -1.8134 1.0012 0.2251
H -3.4872 -0.7375 -0.4353 0.2211
N 0.5430 1.3509 -0.5123 -0.8355
S 3.0228 -1.1788 -0.2003 0.0244
S 0.2336 -1.7247 -0.1831 0.3670
```

Max |F|: 4.4 eV/Å
SMILES: C=CSC(=S)CN
M: 133.24 g mol⁻¹
Calculated total energy: -27418.8234 eV

=====

No. 2
A structure of composition C3H4IN3 in a non-equilibrium geometry. Source: OMol25; level of theory: ωB97M-V/def2-TZVPD.

```
11
Properties=species:S:1:pos:R:3:nbo_charge:R:1
C -0.9158 -1.6940 -0.0191 -0.0548
C 0.4233 0.1505 0.0358 0.2799
C 0.9549 1.5057 0.0099 -0.7012
N 0.2425 -2.2840 -0.0128 -0.1806
N 1.2488 -1.5867 0.0137 -0.1449
N -0.7676 -0.2976 0.0043 -0.4560
I -2.5603 0.7998 -0.0040 0.3184
H -1.8757 -2.1661 -0.0409 0.2103
H 0.7609 2.0069 0.9630 0.2406
H 2.0262 1.4905 -0.1666 0.2541
H 0.4627 2.0750 -0.7833 0.2340
```

Max |F|: 3.8 eV/Å
M: 208.99 g mol⁻¹
Calculated total energy: -15742.7882 eV

=====

No. 3
The ion C5H7N2 with charge +1 in a non-equilibrium geometry. Source: OMol25; level of theory: ωB97M-V/def2-TZVPD.

```
14
Properties=species:S:1:pos:R:3:nbo_charge:R:1
C 0.3174 1.7235 -0.8862 -0.0622
C -0.8200 1.2901 -0.1911 0.2119
C 1.5197 1.2712 -0.8149 -0.1134
C 0.2642 -0.5017 0.6699 0.1422
C -2.0517 -0.8499 -0.1188 -0.4032
N -0.8502 0.0257 0.1649 -0.2907
N 1.5476 0.1124 0.3929 -0.5965
H 2.4226 1.5156 -1.2950 0.2547
H 0.1147 -1.2479 1.3009 0.2183
H -1.7263 -1.3678 -1.0608 0.2500
H -2.0651 -1.6902 0.6121 0.2307
H -2.9756 -0.3321 -0.0166 0.2600
H 2.3697 -0.5258 0.0601 0.4666
H 1.9328 0.5768 1.1827 0.4315
```

Max |F|: 4.3 eV/Å
M: 95.12 g mol⁻¹
Net charge: +1
Calculated total energy: -8264.1372 eV

=====

No. 4
The molecule C3H6N4O in a non-equilibrium geometry. Source: OMol25; level of theory: ωB97M-V/def2-TZVPD.

```
14
Properties=species:S:1:pos:R:3:nbo_charge:R:1
C -1.3583 0.0986 0.1031 0.5611
C -0.5562 1.2696 0.0615 -0.5146
C 0.8330 0.7568 -0.0832 0.3679
H -3.2518 -1.0190 -0.0498 0.4155
H -3.5147 0.5599 0.1494 0.4169
H -0.8346 2.2886 0.0473 0.2340
H 1.8375 2.1860 0.4520 0.3376
H 2.2519 -0.8835 0.8960 0.3683
H 2.3561 -1.7170 -0.4877 0.3700
N -2.7082 -0.0736 -0.0563 -0.8336
N 2.0489 1.2314 -0.0663 -0.7388
N 0.7268 -0.6471 -0.3926 -0.0011
N 1.7432 -1.3899 0.2031 -0.6290
O -0.6288 -1.0013 0.0860 -0.3541
```

Max |F|: 4.2 eV/Å
SMILES: [H]/N=c1\cc(N)on1N
M: 114.11 g mol⁻¹
Calculated total energy: -11212.6343 eV

=====

No. 5
The ion C30H32F3OS with charge -1 in a non-equilibrium geometry. Source: OMol25; level of theory: ωB97M-V/def2-TZVPD.

```
67
Properties=species:S:1:pos:R:3:nbo_charge:R:1
C 4.9089 -1.0996 2.0569 -0.6110
C 4.0757 -1.4718 3.2961 -0.0692
C 3.8543 -2.9874 3.3043 -0.6050
C 4.8545 -1.0993 4.5689 -0.6117
C 2.7434 -0.6945 3.2788 -0.1729
C 1.5337 -1.3425 3.2361 -0.1593
C 0.3089 -0.6785 3.2524 -0.1054
C -0.9622 -1.5400 3.3769 -0.3898
C -2.2823 -0.8187 3.1787 -0.1526
C -3.5050 -1.3921 3.1630 -0.1723
C -4.7363 -0.6318 3.2166 0.0373
C -5.9805 -1.3134 3.2826 -0.2428
C -7.1839 -0.6035 3.3318 -0.2130
C -7.1787 0.7982 3.3243 -0.2349
C -5.9558 1.4881 3.3049 -0.2066
C -4.7494 0.7831 3.2554 -0.2301
C 0.3124 0.7214 3.2046 -0.2223
C 1.4689 1.4781 3.2733 -0.1626
C 1.4915 3.0271 3.2935 -0.0633
C 2.2251 3.5184 4.5556 -0.6135
C 0.0905 3.6407 3.3054 -0.6037
C 2.2521 3.5754 2.0705 -0.6117
C 2.7542 0.7769 3.3131 0.4871
O 3.8407 1.4042 3.3276 -0.7996
H 5.1259 -0.0273 2.0661 0.2500
H 5.8497 -1.6634 2.0523 0.1791
H 4.3493 -1.3374 1.1447 0.1971
H 3.2788 -3.2990 4.1846 0.2030
H 3.3357 -3.3212 2.3982 0.1975
H 4.8165 -3.5121 3.3388 0.1975
H 4.2558 -1.3435 5.4539 0.1957
H 5.7988 -1.6540 4.6131 0.1792
H 5.0620 -0.0262 4.5759 0.2520
H 1.5286 -2.4284 3.1769 0.1781
H -0.9335 -2.0268 4.3652 0.2307
H -2.1735 0.2692 3.1090 0.1981
H -3.6254 -2.4810 3.1302 0.1807
H -5.9812 -2.3976 3.2613 0.2069
H -8.1322 -1.1466 3.3687 0.2073
H -8.1160 1.3505 3.3909 0.2062
H -5.9444 2.5784 3.3235 0.2101
H -3.8057 1.3259 3.2094 0.2137
H -0.6388 1.2404 3.0775 0.1776
H 3.2468 3.1292 4.5605 0.2541
H 2.2581 4.6146 4.5570 0.1786
H 1.7067 3.1703 5.4563 0.1940
H -0.4703 3.3976 2.3965 0.1984
H -0.4808 3.3198 4.1842 0.2018
H 0.1839 4.7344 3.3520 0.1969
H 1.7619 3.2720 1.1379 0.1943
H 2.2722 4.6710 2.1240 0.1785
H 3.2803 3.1998 2.0727 0.2509
F -4.3604 -6.7453 3.0925 -0.3318
C -3.4112 -6.9919 4.0510 0.9709
F -3.8721 -6.4457 5.2302 -0.3337
F -3.3442 -8.3405 4.2286 -0.3295
C -2.0891 -6.3971 3.6520 -0.0994
C -0.9376 -7.1694 3.6989 -0.2155
C 0.2555 -6.5962 3.2669 -0.2108
C 0.3000 -5.2673 2.8534 -0.1903
C -0.8721 -4.4816 2.8169 -0.1795
S -0.9196 -2.8628 2.1262 0.2245
C -2.0950 -5.0931 3.1761 -0.1942
H -0.9841 -8.1900 4.0677 0.2278
H 1.1527 -7.2099 3.2449 0.2163
H 1.2460 -4.8334 2.5128 0.2367
H -3.0386 -4.5580 3.0379 0.2292
```

Max |F|: 1.6 eV/Å
SMILES: CC(C)(C)c1cc([C@@H](/C=C/c2ccccc2)Sc2cccc(C(F)(F)F)c2)cc(C(C)(C)C)c1[O-]
M: 497.65 g mol⁻¹
Net charge: -1
Calculated total energy: -52666.3928 eV

=====

No. 6
A cluster of 4 separate species, H10NO3 in total in a non-equilibrium geometry. Source: OMol25; level of theory: ωB97M-V/def2-TZVPD.

```
14
Properties=species:S:1:pos:R:3:nbo_charge:R:1
N 0.9451 0.4500 1.0489 -0.9070
H 0.8522 -0.5318 1.3695 0.4653
H 1.5555 0.9674 1.6670 0.4405
H 1.5206 0.4929 0.1758 0.4761
H 0.0606 1.0158 0.7909 0.4969
H -2.8782 -2.2428 0.0727 0.4706
H -2.4610 -3.4942 0.7889 0.4801
O -2.2466 -2.5879 0.6710 -0.9504
H -1.0022 3.4894 -0.1661 0.5111
H -1.8877 2.2453 -0.5078 0.4926
O -1.0672 2.4587 -0.1088 -0.9858
H 2.8231 -0.3698 -2.2634 0.5006
H 1.5745 -1.2071 -2.0485 0.4915
O 2.2112 -0.6860 -1.4901 -0.9820
```

Max |F|: 3.4 eV/Å
M: 72.08 g mol⁻¹
Net charge: +1
Calculated total energy: -7788.5397 eV

=====

No. 7
The molecule C5H7F2N in a non-equilibrium geometry. Source: OMol25; level of theory: ωB97M-V/def2-TZVPD.

```
15
Properties=species:S:1:pos:R:3:nbo_charge:R:1
C -0.8436 1.3573 -1.0887 -0.6740
C 0.3209 0.5145 -0.4006 0.6989
C -0.0481 -0.8557 0.1621 -0.1756
C 1.2597 -1.1433 0.7430 -0.0349
C 2.3166 -1.4122 1.1996 -0.1706
H -0.4800 2.4399 -1.2746 0.2479
H -1.2036 0.7963 -1.8974 0.2085
H -1.6183 1.1481 -0.2813 0.2086
H -0.2550 -1.3175 -0.8208 0.2265
H -1.3009 -0.3628 1.7600 0.3821
H -2.1290 -0.4174 0.2553 0.3806
H 3.2822 -1.6730 1.4937 0.2308
N -1.3578 -0.7552 0.8345 -0.8344
F 1.2797 0.3800 -1.2869 -0.3377
F 0.7772 1.3009 0.6022 -0.3567
```

Max |F|: 4.1 eV/Å
SMILES: C#C[C@@H](N)C(C)(F)F
M: 119.11 g mol⁻¹
Calculated total energy: -12220.4865 eV